Entry 1:
{"formula": "C23H54NiO18P3", "method": "ωB97M-V/def2-TZVPD", "elements": ["H", "H", "H", "C", "H", "O", "O", "H", "H", "H", "C", "O", "H", "O", "H", "H", "C", "C", "H", "H", "C", "H", "H", "C", "C", "O", "H", "H", "H", "H", "H", "O", "C", "P", "C", "H", "C", "O", "C", "O", "H", "C", "C", "H", "O", "O", "H", "H", "H", "H", "C", "H", "C", "H", "H", "P", "Ni", "H", "H", "H", "H", "H", "H", "O", "O", "C", "H", "H", "H", "O", "H", "C", "C", "O", "H", "H", "H", "C", "O", "H", "H", "H", "H", "H", "H", "O", "H", "C", "O", "H", "C", "C", "C", "H", "H", "H", "P", "H", "O"], "coordinates": [[-6.200, -5.888, -1.075], [8.018, 2.738, 2.794], [7.264, 0.907, 3.879], [-0.979, 3.724, -0.869], [1.813, 2.081, 6.010], [5.595, 1.629, 3.025], [4.035, -2.701, -2.082], [2.995, 4.578, 4.467], [1.800, 2.256, -0.164], [0.088, 6.194, -2.906], [-6.950, -5.352, -1.657], [3.417, 0.570, 3.973], [5.416, -2.705, -3.770], [3.423, 2.824, 2.397], [-7.482, 1.297, -0.541], [-2.963, 5.540, -2.139], [5.085, -3.281, -2.906], [-7.456, 0.560, 0.262], [0.206, -2.023, -0.909], [-2.276, 6.597, -3.390], [-2.085, 6.117, -2.430], [-0.365, -0.828, 1.629], [2.169, 0.372, -5.704], [-3.085, -1.092, 0.239], [0.323, -0.324, 3.085], [1.959, -1.435, -1.483], [1.377, 2.459, 4.448], [-2.180, -1.564, -0.143], [2.396, -1.256, -6.409], [-2.062, 6.911, -1.683], [-7.884, 0.975, 1.174], [-5.317, -1.896, 0.968], [1.187, -2.498, -0.939], [-6.592, -2.789, 1.054], [1.303, -1.203, -4.535], [0.474, -1.783, -4.938], [-0.823, 2.227, 0.985], [3.857, -0.255, -2.839], [-7.973, -0.802, -0.064], [-0.810, -0.500, 2.414], [5.985, -3.229, -2.293], [-7.704, -4.285, -0.894], [1.246, -3.866, -1.796], [4.419, -5.313, -2.343], [-1.738, 3.017, -1.516], [1.394, -0.877, 2.636], [0.959, -0.382, -6.507], [3.762, 3.400, 0.396], [-0.399, 1.352, 0.492], [-0.690, 4.658, -3.297], [3.088, 3.723, 5.135], [-7.430, -1.170, -0.934], [2.559, 1.643, 0.321], [-0.566, 2.214, 2.044], [-8.210, -4.686, -0.016], [4.064, 1.862, 3.537], [2.467, -1.050, 4.492], [-8.454, -3.661, -1.380], [4.123, -4.875, -4.042], [-6.433, -4.919, -2.513], [6.820, 3.930, 3.409], [-4.528, -2.305, -0.810], [2.903, 0.916, -0.415], [-7.792, -1.688, 0.989], [-0.369, 4.935, -1.283], [4.843, -4.831, -3.224], [2.295, -4.163, -1.812], [5.765, -5.376, -3.426], [8.108, 3.328, 4.502], [-0.450, 3.411, 0.371], [0.698, -0.539, -3.917], [1.789, 2.938, 5.336], [-4.108, -2.266, 0.195], [4.165, 2.900, 4.799], [-2.934, -0.573, 1.185], [1.973, 1.097, 1.061], [0.998, 3.659, 5.541], [3.710, 2.527, 1.047], [-6.701, -3.397, -0.421], [-3.772, -3.228, 0.584], [0.462, -4.569, -1.515], [-7.528, -6.146, -2.129], [-9.042, -0.632, -0.193], [4.693, 2.061, 0.987], [-3.373, -0.344, -0.500], [2.207, -2.128, -3.834], [3.424, 4.089, 6.106], [6.669, 1.815, 3.979], [0.407, -0.047, 4.274], [6.259, 1.975, 4.976], [7.457, 3.083, 3.662], [-0.651, 5.468, -2.568], [1.748, -0.629, -5.797], [-1.889, 2.084, 0.810], [-6.400, 0.411, 0.488], [1.544, -2.798, 0.046], [3.110, -1.533, -2.643], [0.970, -3.678, -2.833], [-6.636, -3.696, 2.227]], "mulliken_charge": [0.287, 0.323, 0.352, 0.660, 0.237, -0.256, -0.242, 0.269, 0.089, 0.320, -1.209, -0.036, 0.381, -0.212, 0.354, 0.325, -0.404, -1.129, -0.030, 0.361, -1.102, 0.207, 0.314, -0.777, 1.124, 0.089, -0.066, 0.098, 0.295, 0.318, 0.316, -0.054, 0.243, 0.557, -0.102, 0.313, -0.255, -0.767, 0.025, -0.173, 0.358, -0.242, -1.204, 0.275, -0.562, -0.692, 0.432, 0.427, -0.161, 0.274, -0.254, 0.228, 0.051, 0.292, 0.359, 0.292, 0.985, 0.258, 0.254, 0.302, 0.304, 0.322, 0.163, -0.380, -0.333, -1.075, 0.277, 0.415, 0.355, -0.365, 0.316, -0.695, -0.345, -0.357, 0.357, -0.306, 0.425, -0.659, -0.140, 0.330, 0.463, 0.406, 0.328, 0.455, 0.392, -0.272, 0.333, -0.262, -0.696, 0.320, -1.094, -0.193, -1.394, 0.461, 0.159, 0.150, 0.638, 0.255, -0.770], "charge": 1, "e_above_lowest_kcal_mol": 149.6, "multiplicity": 3, "gap_ev": [6.230, 5.509], "e_homo_ev": [-11.68, -11.68], "s_squared": 2.006}

Entry 2:
{"formula": "C23H55BN2O", "method": "ωB97M-V/def2-TZVPD", "elements": ["C", "C", "H", "C", "H", "H", "C", "H", "H", "H", "C", "H", "H", "H", "C", "H", "H", "H", "C", "H", "H", "C", "C", "H", "H", "O", "H", "H", "H", "C", "H", "H", "H", "H", "H", "H", "H", "C", "H", "H", "C", "H", "C", "H", "H", "C", "H", "C", "H", "H", "N", "H", "H", "C", "H", "H", "C", "H", "H", "C", "C", "H", "H", "H", "C", "H", "H", "H", "H", "H", "B", "H", "H", "C", "N", "H", "H", "H", "H", "C", "C", "H"], "coordinates": [[-3.256, -2.800, 2.249], [1.203, 4.996, -2.538], [-6.378, 0.507, 0.407], [2.101, 5.409, -3.708], [-1.871, 0.505, 1.796], [-3.772, -2.805, -2.308], [2.908, -2.197, 1.974], [2.617, 1.358, 3.976], [2.751, 0.922, 1.337], [-6.563, -0.962, -0.540], [-2.606, -0.486, -1.949], [-1.214, -0.878, 0.949], [0.182, 4.886, -2.919], [2.203, 2.541, -3.419], [1.486, 1.293, -1.826], [-5.462, -0.936, 0.850], [-1.947, -1.342, -2.123], [-3.178, -3.595, 3.019], [3.442, -3.559, 1.456], [2.301, 4.582, -4.390], [1.688, -4.216, 2.559], [1.431, 2.579, -2.637], [2.710, 3.852, -0.959], [4.845, -1.193, 1.966], [4.529, -3.685, 1.550], [-3.019, -1.518, 2.792], [-1.730, 0.805, -3.440], [-2.531, -3.070, 1.456], [-2.086, 0.121, -1.199], [-5.840, -0.355, 0.008], [-5.120, 0.706, -1.716], [3.862, -0.915, 0.540], [2.819, -2.257, 3.077], [-4.693, -1.526, -4.165], [1.610, 6.197, -4.284], [-1.424, -0.959, 4.030], [0.914, -1.073, 3.764], [0.337, 0.168, 2.021], [1.876, -2.084, 1.597], [-5.961, -0.818, -3.153], [-1.145, -0.318, 1.902], [4.183, 1.022, 2.329], [-2.697, 0.335, -3.238], [-4.272, -2.777, 1.827], [1.295, 0.438, -2.478], [-4.512, -2.042, -2.049], [4.844, 3.551, -0.853], [-1.617, -1.299, 3.005], [3.132, -3.646, 0.398], [2.994, -0.339, 4.180], [-3.845, -0.956, -1.349], [1.149, 5.823, -1.825], [-1.095, -2.258, 2.822], [2.636, -4.689, 2.213], [2.339, -5.515, 1.547], [0.435, 0.592, 4.126], [0.995, -0.031, 3.404], [2.655, 4.769, -0.367], [2.467, 1.139, -1.369], [3.810, -0.980, 1.648], [2.503, 0.373, 3.490], [4.377, 4.701, -2.089], [3.051, 5.817, -3.364], [2.637, 3.049, -0.218], [4.090, 3.763, -1.616], [4.149, 2.966, -2.359], [0.467, 2.601, -3.153], [-5.987, -2.532, -3.547], [2.999, -6.091, 4.175], [-3.439, 1.131, -3.173], [3.377, -5.159, 3.549], [-5.178, -2.543, -1.339], [4.292, -4.509, 3.935], [3.283, 0.400, 2.150], [1.539, 3.775, -1.820], [-2.928, -0.290, -4.100], [0.326, 1.260, 1.831], [0.730, 1.292, -1.038], [0.915, -0.260, 1.186], [-4.701, 0.121, -0.883], [-5.329, -1.696, -3.297], [-4.093, 0.813, -0.293]], "mulliken_charge": [-0.624, -0.695, 0.449, -0.991, 0.441, 0.412, 0.203, 0.447, -0.442, 0.308, -0.413, -0.210, 0.412, 0.179, -1.244, 0.100, 0.368, 0.322, -0.556, 0.277, 0.135, -0.544, -0.157, 0.411, 0.364, -0.418, 0.276, 0.267, 0.037, -1.246, 0.242, 0.150, 0.113, 0.269, 0.396, 0.336, 0.291, 0.062, 0.099, 0.242, -0.223, 0.498, -1.060, 0.200, 0.521, -0.737, 0.440, -0.552, 0.320, 0.336, 0.444, 0.368, 0.228, -0.770, 0.371, 0.541, -0.782, 0.417, 0.309, -1.089, -1.305, 0.302, 0.231, -0.210, -1.125, 0.238, 0.531, 0.395, -0.071, 0.270, 0.204, 0.390, -0.086, 0.319, 0.155, 0.258, 0.304, 0.182, 0.171, -0.410, -1.044, 0.452], "e_above_lowest_kcal_mol": 0.0, "gap_ev": 8.525, "e_homo_ev": -8.10}